# 1
{"formula": "C3H7NO2P", "method": "the ωB97M-V functional and the def2-TZVPD basis", "elements": ["P", "O", "O", "N", "C", "C", "C", "H", "H", "H", "H", "H", "H", "H"], "positions_angstrom": [[0.1896, -0.1967, -1.1162], [0.3252, 1.2330, -1.4986], [-0.4497, -1.0740, -2.1038], [-1.1635, -0.0446, 0.7891], [2.3945, -0.6040, 0.5222], [-1.8050, 1.1973, 0.4732], [1.4054, -1.1452, -0.2328], [-1.5978, -0.8980, 0.4987], [-1.3967, 1.5320, -0.5079], [-1.8376, 1.8477, 1.3435], [1.4094, -2.1852, -0.2307], [3.0184, -1.1964, 1.2005], [-2.8734, 1.0342, 0.2571], [2.3811, 0.4998, 0.6056]], "atomic_forces_ev_per_a": [[-2.29, 0.72, 1.63], [1.21, -0.07, 0.77], [-0.58, -1.35, -0.48], [3.55, -0.49, -1.69], [-1.71, 0.62, -0.40], [-1.76, -1.07, -1.21], [2.81, 2.14, 1.42], [-1.09, -0.10, -0.20], [-0.24, 1.16, 1.20], [0.65, 0.62, -0.20], [-0.69, -1.76, -0.42], [-0.06, 0.22, -0.48], [-0.25, 0.05, -0.02], [0.46, -0.69, 0.07]], "nbo_charge": [2.1900, -1.1221, -1.1503, -0.9550, -0.3706, -0.4519, -0.5828, 0.3305, 0.2273, 0.1589, 0.2088, 0.1783, 0.1377, 0.2014], "homo_energy_ha": [-0.1384, -0.1384], "e_lumo_ha": [0.152, 0.152], "relative_energy_kcal_mol": 60.18, "charge": -1}

---

# 2
{"formula": "C3H7NO2P", "method": "the ωB97M-V functional and the def2-TZVPD basis", "elements": ["P", "O", "O", "N", "C", "C", "C", "H", "H", "H", "H", "H", "H", "H"], "positions_angstrom": [[-1.6812, -1.2237, 1.0152], [1.9392, 0.6823, -3.3020], [-0.5768, -1.0748, -0.1559], [1.1883, -1.2198, -2.2528], [0.2372, -1.8109, -1.3349], [-1.6729, 0.4501, 1.6855], [1.5087, -0.2101, -2.7563], [1.8930, 3.2188, 1.9346], [-0.4909, -2.3339, -1.9812], [-0.9111, 0.9364, 1.0726], [-1.3645, 0.5928, 2.8379], [1.8056, 3.7221, 2.5295], [-2.6272, 1.0100, 1.6083], [0.7528, -2.7391, -0.9005]], "atomic_forces_ev_per_a": [[1.69, 0.15, -1.72], [0.87, 2.32, -1.28], [-0.19, 0.23, 0.36], [-2.97, -3.46, 4.33], [0.88, -3.34, -1.39], [0.94, 0.66, 1.62], [0.35, 1.45, -0.52], [-0.14, 0.88, 1.03], [-0.54, 1.06, 0.61], [-0.06, 0.41, 0.18], [-0.61, -0.87, -2.42], [0.14, -0.88, -1.03], [0.19, -0.59, -0.17], [-0.55, 1.99, 0.40]], "nbo_charge": [1.5258, -0.4102, -0.8389, -0.5621, 0.1132, -1.1397, 0.8932, -0.0201, 0.2312, 0.2888, 0.3354, 0.0204, 0.3186, 0.2445], "homo_energy_ha": -0.5395, "e_lumo_ha": -0.257, "relative_energy_kcal_mol": 79.93, "charge": 1}

---

# 3
{"formula": "C3H7NO2S", "method": "the ωB97M-V functional and the def2-TZVPD basis", "elements": ["S", "O", "O", "N", "C", "C", "C", "H", "H", "H", "H", "H", "H", "H"], "positions_angstrom": [[-0.6061, 2.2215, -0.8826], [0.2766, -1.0082, 2.1635], [1.2924, -2.0405, 0.4735], [-0.5528, -0.9253, -1.3757], [0.3859, -1.3479, 0.8512], [-0.4677, -0.4673, 0.0278], [0.2739, 0.9104, -0.0456], [-1.3103, -1.5825, -1.3830], [-1.4587, -0.2687, 0.4286], [1.2630, 0.8385, -0.5011], [0.9821, -1.4286, 2.6768], [0.2106, 2.3541, -1.9004], [0.5184, 1.1061, 1.0272], [-0.3213, -0.3325, -2.1455]], "atomic_forces_ev_per_a": [[-0.80, 0.23, 0.71], [-0.70, -0.04, 0.22], [-0.65, -0.30, -0.18], [-0.21, -1.31, 2.60], [2.12, 0.17, 1.11], [0.20, 1.76, -3.77], [0.83, -0.66, 2.09], [-0.07, 0.05, -1.38], [-0.03, -0.20, 0.42], [-0.19, -0.48, -0.19], [-0.02, -0.16, -0.30], [0.46, 0.00, -0.56], [-0.44, 0.73, -0.82], [-0.50, 0.21, 0.05]], "nbo_charge": [0.0008, -0.7021, -0.5609, -0.8570, 0.7662, -0.1714, -0.5426, 0.3739, 0.2122, 0.2366, 0.4992, 0.1190, 0.2356, 0.3906], "homo_energy_ha": -0.3385, "e_lumo_ha": 0.025, "smiles": "N[C@H](CS)C(=O)O", "relative_energy_kcal_mol": 25.47, "charge": 0}